Record 1
The following is a DFT calculation (wB97M-V/def2-TZVPD) of a cluster of 3 separate species, C39H77Cl2FN4O12S in total at a distorted geometry.

Orbital gap: 8.86 eV

Each line ends with the Löwdin charge.
CARTESIAN COORDINATES (ANGSTROEM)
C -0.6464 5.5483 0.7447  0.0155
C -1.1780 6.4296 1.8605  -0.5517
O -0.6930 6.5038 2.9171  0.1679
O -2.2828 7.1977 1.5595  -0.0412
C -3.4755 6.3902 1.4944  -0.1726
C -4.0449 6.2082 2.9309  -0.1610
C -3.9523 4.7394 3.4037  -0.1992
C -5.0067 3.8833 2.6829  -0.2159
C -4.7267 2.3647 2.7764  -0.1839
C -3.7417 1.9073 1.6494  -0.1839
C -4.2169 0.6150 0.8995  -0.1845
C -3.2153 -0.5452 1.1301  -0.1743
C -2.7269 -1.3308 -0.1008  -0.6345
Cl -4.1512 -1.5902 -1.2179  0.7640
C -2.2271 -2.7848 0.2618  -0.2445
C -3.3843 -3.7205 0.7063  -0.0602
C -3.7661 -4.7780 -0.3286  -0.4606
O -4.2817 -5.7560 0.0785  0.1372
N -3.5458 -4.6137 -1.7484  -0.1704
C -4.8227 -4.4661 -2.4827  -0.0956
C -2.8788 -5.8721 -2.1974  -0.0684
C -1.0389 -2.8555 1.2322  -0.3422
C -0.3782 -4.2788 1.1266  -0.0800
C 0.4074 -4.5335 -0.1760  -0.2389
N 1.8247 -4.1365 -0.0935  0.0094
C -1.4588 -2.7380 2.7527  -0.2940
C -0.4736 -1.8882 3.5706  0.0029
F -1.5826 -3.9917 3.3311  -0.0196
O 0.0293 -1.8955 1.0482  -0.1697
S 0.0842 -1.0556 -0.3152  0.6240
O 0.7288 0.1764 0.0218  -0.2524
O 0.8000 -1.6775 -1.3637  -0.2766
C -1.5956 -0.6021 -0.9476  -0.6927
Cl -1.6603 -1.2349 -2.6467  0.7491
C -1.7432 0.9156 -1.0633  -0.2263
C -0.8892 1.5633 -2.2030  -0.2051
C -0.5766 3.0063 -1.7662  -0.1493
C -0.3470 4.0088 -2.9217  -0.1583
O -0.5505 3.4613 -4.2324  -0.0313
C 0.5872 3.0561 -4.8160  -0.3631
O 1.5373 2.6852 -4.2390  0.1084
H -0.6403 4.4976 1.0381  0.0865
H -1.2769 5.7137 -0.1334  0.0765
H 0.3734 5.8287 0.4724  0.0981
H -4.1783 6.8919 0.8276  0.1251
H -3.2650 5.3929 1.0784  0.1020
H -3.4578 6.8707 3.5708  0.1157
H -5.0788 6.5717 2.9424  0.1121
H -4.1457 4.7524 4.4807  0.1153
H -2.9288 4.4050 3.1948  0.1122
H -5.9966 4.0700 3.1175  0.1129
H -5.0507 4.2136 1.6373  0.1013
H -4.2430 2.2133 3.7494  0.1085
H -5.6395 1.7649 2.7544  0.0986
H -2.7607 1.7652 2.1154  0.1004
H -3.6172 2.7425 0.9492  0.0931
H -4.4031 0.8586 -0.1436  0.0743
H -5.1761 0.3280 1.3350  0.1014
H -3.7370 -1.2772 1.7553  0.1035
H -2.3273 -0.2570 1.7075  0.1154
H -1.8955 -3.2113 -0.6962  0.1052
H -3.1229 -4.2865 1.6035  0.1189
H -4.2778 -3.1531 0.9816  0.1183
H -4.9092 -5.1685 -3.3130  0.0820
H -5.6998 -4.5549 -1.8350  0.0933
H -4.8235 -3.4713 -2.9437  0.0407
H -3.6112 -6.6422 -2.4573  0.0835
H -2.1987 -5.6544 -3.0247  0.0886
H -2.2711 -6.3025 -1.3957  0.0820
H -1.1120 -5.0767 1.2289  0.1237
H 0.3651 -4.2945 1.9284  0.1049
H -0.0363 -4.1059 -1.0838  0.0955
H 0.4109 -5.6231 -0.3223  0.1104
H 2.4379 -4.9185 -0.2798  0.0651
H 2.0634 -3.7824 0.8249  0.0596
H -2.4343 -2.2644 2.8802  0.1277
H -0.8443 -1.9286 4.5995  0.0931
H 0.5561 -2.2267 3.4798  0.0891
H -0.6216 -0.8564 3.2424  0.0837
H -1.6251 1.4433 -0.1146  0.1085
H -2.7829 1.0813 -1.3734  0.1132
H -1.4633 1.4901 -3.1248  0.0991
H 0.0215 0.9715 -2.3106  0.0972
H -1.4055 3.3364 -1.1299  0.0891
H 0.3030 2.9621 -1.1156  0.1236
H -1.0699 4.8233 -2.8130  0.1201
H 0.6346 4.4780 -2.8277  0.1171
H 0.5694 3.0839 -5.9167  0.1516
C 6.2043 8.7183 -6.6238  -0.1142
O 4.8081 8.5914 -6.4312  -0.1926
C 4.1654 7.7146 -7.3506  -0.2145
C 3.7461 6.4165 -6.6827  -0.2170
N 4.8958 5.5842 -6.3492  -0.0508
C 4.6048 4.4765 -5.4357  -0.1886
C 4.0171 4.7904 -4.0599  -0.2312
O 4.9061 5.4439 -3.1682  -0.1743
C 5.0462 6.8375 -3.3658  -0.1008
H 6.5426 9.5727 -6.0385  0.0892
H 6.7440 7.8335 -6.2729  0.0730
H 6.4462 8.9008 -7.6749  0.0876
H 4.7832 7.5323 -8.2350  0.1211
H 3.2602 8.2312 -7.6830  0.1200
H 3.0904 5.8615 -7.3617  0.1217
H 3.1652 6.6852 -5.7919  0.1003
H 5.6115 6.1615 -5.9297  0.0631
H 5.5507 3.9535 -5.2746  0.1217
H 3.9399 3.7733 -5.9474  0.1136
H 3.7870 3.8323 -3.5905  0.1128
H 3.0632 5.3297 -4.1194  0.1028
H 4.1119 7.3068 -3.6847  0.0877
H 5.8420 7.0496 -4.0844  0.0688
H 5.3466 7.2814 -2.4154  0.0884
C 5.4212 -8.3792 4.4791  -0.1136
O 4.3346 -8.7701 5.2974  -0.1924
C 4.0513 -7.8730 6.3662  -0.2131
C 2.7725 -7.0934 6.1148  -0.2131
N 2.9374 -6.1183 5.0423  -0.0487
C 1.6880 -5.5532 4.5326  -0.1955
C 0.6298 -6.4958 3.9570  -0.2188
O 0.9885 -7.1080 2.7280  -0.1864
C 1.8481 -8.2278 2.8363  -0.0931
H 5.6938 -9.2338 3.8608  0.0895
H 5.1514 -7.5533 3.8138  0.0726
H 6.2900 -8.0952 5.0799  0.0883
H 4.8959 -7.2084 6.5710  0.1217
H 3.8991 -8.4937 7.2538  0.1210
H 2.4877 -6.5686 7.0322  0.1235
H 1.9889 -7.8247 5.8837  0.1016
H 3.4262 -6.5535 4.2721  0.0639
H 1.9689 -4.8535 3.7391  0.1093
H 1.2291 -4.9578 5.3292  0.1200
H -0.2461 -5.8854 3.7314  0.0970
H 0.2915 -7.2458 4.6813  0.1155
H 1.6432 -8.8219 3.7298  0.0898
H 2.8953 -7.9156 2.8195  0.0698
H 1.6875 -8.8582 1.9603  0.0893

Record 2
The following is a DFT calculation (wB97M-V/def2-TZVPD) of a cluster of 11 separate species, C39H77F3NO32PS in total at a distorted geometry.

Orbital gap: 9.54 eV

Each line ends with the Löwdin charge.
CARTESIAN COORDINATES (ANGSTROEM)
C 1.8003 -4.2421 4.1068  -0.1043
C 2.4519 -4.6878 2.7875  -0.2491
C 1.6805 -4.2526 1.5329  -0.1898
C 2.4987 -3.6115 0.3929  -0.1815
N 3.7359 -2.9179 0.8115  -0.0389
C 3.6388 -1.5119 1.0335  -0.6241
C 2.4611 -1.1573 1.9293  -0.1314
C 2.2524 0.3325 2.2215  -0.0422
C 1.2343 1.0317 1.3207  -0.5796
F 1.6817 2.2086 0.8517  0.1376
F 0.0856 1.2952 2.0125  0.1012
F 0.8449 0.2886 0.2551  0.1204
O 3.4926 -0.7662 -0.2225  -0.0256
C 4.5205 -0.0057 -0.6840  -0.3704
O 4.5926 1.1897 -0.4763  0.0857
P 5.2711 -1.1328 1.8969  0.4521
S 6.8281 -1.8865 1.0077  0.1809
H 0.7104 -4.2225 4.0291  0.0685
H 2.1302 -3.2380 4.3893  0.0537
H 2.0724 -4.9021 4.9298  0.0677
H 3.4696 -4.3026 2.7541  0.0877
H 2.5319 -5.7750 2.8071  0.1006
H 1.2064 -5.1414 1.1092  0.1089
H 0.8584 -3.5921 1.8136  0.0925
H 2.7960 -4.3826 -0.3191  0.1203
H 1.8558 -2.9282 -0.1722  0.1169
H 4.4411 -3.0621 0.0975  0.0861
H 1.5391 -1.5486 1.5035  0.1132
H 2.6096 -1.6932 2.8690  0.1026
H 3.1678 0.9212 2.1885  0.1093
H 1.8527 0.4253 3.2322  0.1314
H 5.2849 -0.5166 -1.2786  0.1115
H 5.0201 -1.6554 3.1703  -0.0015
H 5.3177 0.2521 2.0954  -0.0079
C -3.7614 -1.9429 3.4869  -0.0300
O -4.3504 -2.7285 4.5296  0.0050
C -3.7565 -3.9033 4.7249  -0.6395
O -2.8162 -4.3276 4.1067  0.1191
O -4.3719 -4.5184 5.7316  -0.0062
C -3.8235 -5.7989 6.0614  -0.0329
H -4.3407 -1.0254 3.4467  0.0921
H -2.7225 -1.7206 3.7226  0.0952
H -3.8190 -2.4660 2.5348  0.0978
H -2.7851 -5.7034 6.3722  0.0922
H -3.8984 -6.4787 5.2153  0.0975
H -4.4126 -6.1794 6.8897  0.0968
C 0.1798 -5.6821 11.1506  -0.0375
O -0.7777 -5.5217 10.0997  0.0036
C -1.0012 -4.2554 9.7539  -0.6280
O -0.4776 -3.2894 10.2400  0.1275
O -1.9039 -4.2454 8.7752  -0.0002
C -2.2430 -2.9380 8.3030  -0.0235
H 0.2545 -6.7517 11.3193  0.0929
H 1.1464 -5.2820 10.8521  0.0972
H -0.1584 -5.1832 12.0562  0.0975
H -1.3659 -2.4369 7.8981  0.1010
H -2.6766 -2.3382 9.1002  0.1014
H -2.9771 -3.0741 7.5140  0.0814
C 5.6708 -0.9675 -4.2106  -0.0232
O 6.4530 -2.1343 -3.9279  0.0060
C 7.5330 -2.2742 -4.6951  -0.6262
O 7.8730 -1.5142 -5.5642  0.1153
O 8.1579 -3.3913 -4.3426  0.0091
C 9.3411 -3.6771 -5.1003  -0.0299
H 4.8484 -0.9867 -3.5028  0.0826
H 6.2618 -0.0642 -4.0701  0.1065
H 5.2734 -0.9921 -5.2228  0.0663
H 10.0744 -2.8844 -4.9795  0.0978
H 9.0968 -3.8032 -6.1537  0.0934
H 9.7293 -4.6062 -4.6953  0.0939
C -9.0004 1.5894 4.1120  -0.0309
O -7.6057 1.4666 3.8025  0.0088
C -7.2332 2.1486 2.7262  -0.6251
O -7.9520 2.8113 2.0253  0.1147
O -5.9251 1.9785 2.5422  0.0011
C -5.4003 2.6692 1.4008  -0.0324
H -9.1676 1.0002 5.0074  0.0945
H -9.2573 2.6291 4.3004  0.0972
H -9.6094 1.2056 3.2971  0.0988
H -5.5438 3.7427 1.5019  0.0955
H -5.8762 2.3222 0.4863  0.0970
H -4.3397 2.4390 1.3796  0.0923
C 5.4532 -0.4834 -8.1844  -0.0236
O 4.1182 -0.4431 -8.6999  0.0145
C 3.2047 -0.0786 -7.8070  -0.6236
O 3.4103 0.1780 -6.6493  0.1168
O 2.0170 -0.0507 -8.4091  0.0069
C 0.9348 0.3294 -7.5556  -0.0389
H 6.0874 -0.8123 -9.0013  0.0921
H 5.7673 0.5031 -7.8518  0.1080
H 5.5221 -1.1883 -7.3584  0.0771
H 1.0903 1.3319 -7.1625  0.0969
H 0.8309 -0.3738 -6.7318  0.0963
H 0.0467 0.3069 -8.1792  0.0934
C -2.5761 3.5839 -2.6112  -0.0340
O -3.6158 3.8492 -3.5577  0.0082
C -4.7575 4.2652 -3.0170  -0.6247
O -4.9612 4.4210 -1.8397  0.1086
O -5.6348 4.4751 -3.9934  0.0120
C -6.9047 4.9480 -3.5328  -0.0343
H -1.7215 3.2596 -3.1960  0.0941
H -2.3268 4.4837 -2.0529  0.0980
H -2.8768 2.7970 -1.9223  0.0942
H -6.7960 5.9069 -3.0304  0.0973
H -7.3541 4.2263 -2.8538  0.0966
H -7.5326 5.0641 -4.4101  0.0963
C 9.1150 2.3565 -12.1323  -0.0384
O 8.7491 1.6676 -10.9335  0.0035
C 9.4361 0.5478 -10.7160  -0.6287
O 10.2977 0.1010 -11.4250  0.1263
O 9.0025 0.0089 -9.5799  -0.0030
C 9.6302 -1.2184 -9.2048  -0.0325
H 8.4788 3.2350 -12.1720  0.0929
H 10.1612 2.6532 -12.0994  0.0972
H 8.9405 1.7285 -13.0034  0.0971
H 10.6974 -1.0809 -9.0441  0.0991
H 9.4626 -1.9851 -9.9589  0.0985
H 9.1574 -1.5065 -8.2694  0.0819
C 14.6276 -0.4139 -1.6255  -0.0401
O 13.3499 -0.3291 -2.2633  0.0013
C 12.3600 0.0459 -1.4530  -0.6300
O 12.4665 0.3005 -0.2842  0.1272
O 11.2361 0.0841 -2.1643  0.0033
C 10.0715 0.4537 -1.4172  -0.0301
H 15.3225 -0.7255 -2.3990  0.0921
H 14.9216 0.5547 -1.2270  0.0968
H 14.6071 -1.1479 -0.8228  0.0967
H 10.1835 1.4520 -1.0003  0.0984
H 9.8823 -0.2608 -0.6190  0.0920
H 9.2498 0.4388 -2.1274  0.0895
C -8.0437 5.6949 0.1885  -0.0214
O -9.1269 5.9593 -0.7152  0.0015
C -10.2425 6.3883 -0.1376  -0.6277
O -10.4103 6.5748 1.0380  0.1254
O -11.1557 6.5830 -1.0916  0.0003
C -12.4167 7.0486 -0.6075  -0.0429
H -7.2158 5.3568 -0.4299  0.0749
H -7.7600 6.6014 0.7200  0.1015
H -8.3120 4.9139 0.8960  0.0773
H -12.3052 8.0068 -0.1041  0.0964
H -12.8551 6.3256 0.0776  0.0946
H -13.0466 7.1595 -1.4848  0.0921
C -13.3725 4.4441 4.6518  -0.0324
O -14.0448 3.7259 5.6929  0.0070
C -13.5430 2.5192 5.9363  -0.6304
O -12.6117 2.0169 5.3642  0.1162
O -14.2460 1.9620 6.9192  0.0065
C -13.8088 0.6503 7.2846  -0.0381
H -13.8889 5.3951 4.5707  0.0936
H -12.3287 4.6076 4.9101  0.0971
H -13.4353 3.9022 3.7107  0.0971
H -12.7795 0.6737 7.6363  0.0965
H -13.8916 -0.0305 6.4400  0.0968
H -14.4691 0.3331 8.0855  0.0932

Record 3
The following is a DFT calculation (wB97M-V/def2-TZVPD) of a cluster of 3 separate species, C39H78BN4O16P2S in total at a distorted geometry.

Net charge: +1
Orbital gap: 8.81 eV

Each line ends with the Löwdin charge.
CARTESIAN COORDINATES (ANGSTROEM)
C -5.0302 0.3748 -2.6274  -0.1151
C -3.4653 0.6231 -2.4826  -0.2079
C -3.0745 0.1388 -1.0072  -0.1825
C -1.6383 -0.5160 -0.9826  -0.1065
C -1.3443 -1.4613 0.2627  -0.2942
C -1.8740 -0.7141 1.5487  -0.0716
C -3.3285 -1.0107 2.0471  -0.1583
N -3.8395 0.2459 2.6786  -0.1109
C -3.3094 0.4443 4.0474  -0.2193
C -2.8922 1.9823 4.1858  -0.0619
C -5.2852 0.3371 2.6006  -0.4530
C -6.2921 -0.2763 3.6188  -0.0064
O -5.7442 0.9488 1.6614  0.0912
C 0.2532 -1.4223 0.4210  -0.1971
C 1.0289 -1.5121 -0.9433  -0.2184
C 1.3777 -2.8616 -1.4391  -0.0102
C 2.1322 -2.9684 -2.6823  -0.0296
C 2.5158 -1.7143 -3.3246  -0.0302
C 2.0798 -0.4809 -2.6898  -0.1126
N 1.3787 -0.3462 -1.5360  0.1016
N 0.8282 -2.3325 1.4013  0.0537
C 0.0217 -3.4305 1.9408  -0.2644
C -0.1243 -3.1839 3.5437  -0.0664
C 0.8288 -2.0450 4.0693  -0.1941
O 2.2198 -2.3998 4.0288  -0.0484
C 2.9083 -1.8889 5.1322  -0.2693
O 4.0281 -1.5267 4.9356  0.0850
B 0.9344 -4.7797 1.8428  -0.5268
O 1.9731 -5.0274 2.7805  0.1386
O 0.7836 -5.7386 0.8142  -0.0326
C 0.4735 -7.0604 1.3211  -0.0515
C -1.4194 -3.6511 1.3635  -0.0170
N -1.7134 -2.8874 0.0898  -0.0107
C -3.0736 -3.2087 -0.4290  -0.0807
C -3.1249 -4.6665 -1.0961  -0.1202
C -3.2346 -4.5717 -2.6828  -0.1944
C -1.8454 -4.7630 -3.4171  -0.1828
S -1.7930 -3.6006 -4.8520  0.6440
O -3.0945 -3.4744 -5.4971  -0.2971
O -0.8314 -4.0403 -5.8611  -0.3091
O -1.3181 -2.1092 -4.3185  -0.2032
H -5.2845 -0.7203 -2.5610  0.0664
H -5.5950 0.8748 -1.7929  0.0802
H -5.4342 0.7752 -3.5932  0.0771
H -3.2981 1.7160 -2.6341  0.1078
H -2.9299 0.0319 -3.2658  0.0865
H -3.9096 -0.5217 -0.6802  0.0790
H -3.0228 1.0855 -0.4049  0.1246
H -0.9276 0.3461 -0.8539  0.1332
H -1.4268 -1.0923 -1.9212  0.1056
H -1.1576 -0.8865 2.4031  0.0991
H -1.8102 0.3927 1.3596  0.1415
H -3.3367 -1.8003 2.8534  0.1180
H -4.0741 -1.2997 1.2720  0.1079
H -2.3440 -0.1241 4.1801  0.1063
H -3.9857 0.1061 4.8732  0.1123
H -2.9066 2.2513 5.2694  0.0746
H -1.8250 2.0410 3.8348  0.0718
H -3.5088 2.6488 3.5404  0.0784
H -6.4789 0.5191 4.3994  0.0997
H -5.8880 -1.1592 4.1780  0.0790
H -7.2956 -0.4742 3.1632  0.0951
H 0.4441 -0.3708 0.7967  0.1604
H 1.0977 -3.8048 -0.9200  0.0924
H 2.4429 -3.9486 -3.1132  0.1160
H 3.1099 -1.6611 -4.2658  0.1114
H 2.3917 0.4682 -3.1963  0.1164
H 1.8090 -2.5480 1.2445  0.1411
H 0.0464 -4.1183 4.1374  0.1304
H -1.1669 -2.8389 3.8182  0.1106
H 0.5578 -1.9137 5.1620  0.1255
H 0.6136 -1.0495 3.5963  0.1242
H 2.4468 -1.8245 6.1561  0.1645
H 2.7773 -5.0430 2.2197  0.1386
H -0.6213 -7.2476 1.1750  0.0942
H 0.7154 -7.2121 2.4002  0.1047
H 1.0354 -7.8003 0.6878  0.1105
H -1.4822 -4.7380 1.0649  0.1304
H -2.2427 -3.5339 2.1190  0.1351
H -1.0521 -3.2912 -0.6021  0.1619
H -3.7500 -3.2909 0.4650  0.1350
H -3.4640 -2.5273 -1.2149  0.1250
H -3.9937 -5.2529 -0.7183  0.1236
H -2.1660 -5.2286 -0.8983  0.1102
H -3.9583 -5.3439 -3.0562  0.1293
H -3.6509 -3.5823 -3.0237  0.1018
H -1.7985 -5.7794 -3.8929  0.1283
H -0.9478 -4.5488 -2.7832  0.0928
H -1.3472 -1.4863 -5.0770  0.1092
O -3.4993 5.2774 -3.0255  -0.2309
P -2.9327 6.6731 -2.8996  0.6554
O -1.3999 6.2904 -2.4368  -0.2208
C -0.4999 5.7891 -3.4193  -0.3003
C 0.0993 6.9175 -4.2410  -0.0843
O -3.5427 7.0037 -1.3974  -0.2280
C -4.7910 6.4473 -0.9877  -0.3076
C -4.5650 5.2654 -0.0648  -0.0751
O -2.4724 8.2927 -2.9832  -0.2078
C -3.4251 9.2171 -3.5463  -0.2747
C -4.3890 9.7370 -2.4956  -0.0733
H -1.0071 5.0654 -4.0664  0.1053
H 0.2946 5.2613 -2.8895  0.1149
H -0.6643 7.3995 -4.8563  0.0664
H 0.8821 6.5410 -4.9026  0.0765
H 0.5219 7.6855 -3.5913  0.0837
H -5.4009 6.1698 -1.8493  0.1051
H -5.3360 7.2279 -0.4493  0.1135
H -3.9308 4.5095 -0.5312  0.0650
H -5.5150 4.8042 0.2127  0.0771
H -4.0538 5.5892 0.8445  0.0766
H -3.9626 8.7482 -4.3750  0.1120
H -2.8508 10.0498 -3.9558  0.1177
H -5.1415 8.9844 -2.2535  0.0621
H -4.9166 10.6209 -2.8578  0.0816
H -3.8648 9.9849 -1.5717  0.0904
O 7.2810 -1.9050 0.4424  -0.2283
P 7.9662 -0.5821 0.7081  0.6519
O 9.4604 -1.1372 1.1088  -0.2162
C 10.3121 -1.6085 0.0688  -0.2940
C 11.0019 -0.4553 -0.6397  -0.0852
O 7.3778 -0.3500 2.2360  -0.2233
C 6.0840 -0.8362 2.5921  -0.3056
C 6.2027 -2.1150 3.3950  -0.0832
O 8.5624 0.9953 0.7865  -0.2088
C 7.6924 2.0470 0.3281  -0.2797
C 6.7742 2.5357 1.4339  -0.0752
H 9.7437 -2.2163 -0.6427  0.1067
H 11.0603 -2.2526 0.5320  0.1187
H 10.2795 0.1501 -1.1934  0.0641
H 11.7478 -0.8258 -1.3455  0.0772
H 11.4900 0.2034 0.0803  0.0833
H 5.4585 -0.9756 1.7072  0.1012
H 5.6028 -0.0689 3.2052  0.1075
H 6.7754 -2.8746 2.8582  0.0777
H 5.2230 -2.5153 3.6242  0.0400
H 6.7320 -1.9257 4.3308  0.0870
H 7.1179 1.7114 -0.5402  0.1093
H 8.3347 2.8665 0.0010  0.1172
H 5.9612 1.8275 1.6039  0.0598
H 6.3227 3.4932 1.1675  0.0791
H 7.3165 2.6434 2.3741  0.0911

In the order shown, the computed HOMO level values come out to -8.5 -9.3 -11.2 eV.